1.
DFT (ωB97M-V with the def2-TZVPD basis set) results for a 11-piece molecular cluster, C33H83NO31S8 overall.

CARTESIAN COORDINATES (ANGSTROEM)
S -3.57 1.70 5.10
S 3.12 -2.28 3.14
S -3.78 -1.87 1.67
S -2.00 -2.79 -3.41
S -2.07 2.35 -2.15
S 0.97 -5.33 0.46
S 4.72 1.39 0.79
S 3.57 -1.62 -3.33
O 2.06 -3.14 4.00
O -2.18 3.38 -1.14
O 5.34 2.70 0.15
O -3.21 -2.09 -2.76
O -5.16 -2.07 2.36
O 1.50 5.43 2.92
O 0.37 5.97 1.20
O 3.65 -2.82 -2.54
O 2.27 5.30 -2.58
O 1.46 -6.00 1.66
O 5.54 0.24 0.44
O 4.32 5.13 -3.48
O 2.84 -0.48 -2.91
O 3.07 -1.98 -4.73
O -3.07 2.64 -3.35
O -2.37 -3.39 -4.68
O -0.16 -4.46 0.63
O -3.92 -2.64 0.46
O -3.29 2.76 3.96
O -3.41 -0.46 1.55
O -4.89 1.13 4.91
O 3.32 3.28 -2.84
O 0.58 -6.39 -0.68
O 4.42 -2.70 3.49
O -0.87 -1.93 -3.32
O 4.51 1.74 2.20
O -0.18 -0.42 2.21
O -0.73 1.98 -2.64
O 2.80 -2.19 1.73
O 1.81 4.25 0.94
O -3.26 2.25 6.39
N 0.10 0.09 0.13
C 1.86 -8.44 -0.40
C 7.11 3.72 -1.02
C 0.55 -7.79 -0.17
C -3.59 4.19 4.23
C -0.65 1.81 1.57
C -4.23 3.49 -3.17
C -2.80 5.04 3.21
C 2.02 -1.38 -5.49
C -5.46 2.69 -3.45
C 0.13 -1.22 -0.41
C 2.07 2.68 -2.77
C -1.74 -4.17 -2.31
C 0.13 -4.37 4.32
C -5.34 -1.16 3.59
C 3.10 1.17 0.08
C 1.84 -2.02 -6.87
C -2.53 -2.78 2.71
C 4.40 6.52 -3.69
C -2.29 0.53 4.74
C 0.67 -3.13 3.61
C 2.10 4.43 3.65
C -0.22 5.64 -0.04
C 5.23 -1.11 -3.58
C 6.10 2.64 -1.13
C 3.22 4.63 -2.96
C 1.31 5.14 1.61
C -6.71 -1.56 4.22
C -5.31 -1.63 -1.90
C -2.76 0.85 -1.55
C 2.22 -4.49 -0.43
C -4.50 -2.74 -2.66
C -0.18 0.44 1.37
C 2.74 -0.64 3.80
H 1.60 2.76 -3.75
H 2.53 -1.86 -7.65
H 1.65 -0.56 3.76
H -6.34 3.35 -3.45
H -0.84 -4.71 -2.59
H 0.32 -7.73 0.89
H 7.92 3.42 -0.35
H 2.24 1.61 -2.65
H 3.23 0.90 -0.96
H -0.09 2.36 2.33
H -4.79 -1.29 -1.01
H -5.37 -0.71 -2.48
H -2.95 -3.78 2.89
H 2.21 -0.30 -5.46
H 2.72 0.32 0.60
H 0.71 -3.24 2.50
H -1.71 4.95 3.37
H -1.63 -2.89 2.15
H 1.84 -3.10 -6.90
H 5.84 -1.92 -3.87
H -5.67 1.82 -2.82
H 0.15 -2.22 3.86
H 3.14 4.25 3.31
H 1.86 -9.53 -0.25
H -6.32 -2.00 -1.74
H -1.42 0.80 5.25
H 1.09 -1.77 -0.26
H -4.15 4.20 -3.99
H -0.29 -8.19 -0.67
H -0.92 -4.57 4.21
H -0.68 -1.82 -0.06
H -0.59 2.48 0.66
H -4.66 4.33 4.04
H 4.49 6.98 -2.70
H 2.54 -3.57 0.08
H 6.49 1.64 -1.34
H 2.45 2.09 0.24
H 0.61 -5.30 4.03
H 5.34 6.71 -4.30
H 3.13 0.11 3.04
H 0.04 -1.08 -1.48
H 1.57 3.08 -1.94
H -6.89 -0.97 5.12
H -3.12 5.01 2.16
H -2.59 -4.86 -2.55
H 5.26 2.80 -1.86
H -4.32 4.05 -2.24
H 2.23 -8.26 -1.44
H 0.25 -4.23 5.41
H -7.58 -1.43 3.63
H -2.15 0.41 -0.76
H 3.48 7.00 -4.14
H -2.17 0.42 3.70
H 2.11 4.79 4.64
H -1.83 -3.99 -1.25
H 1.72 -4.26 -1.36
H -4.52 -1.33 4.31
H -3.24 4.43 5.22
H 3.01 -5.21 -0.71
H -2.79 0.09 -2.34
H 3.23 -0.51 4.81
H 1.65 3.48 3.51
H -3.79 1.00 -1.29
H 1.09 -1.55 -4.97
H -4.97 -3.11 -3.60
H -6.79 -2.62 4.43
H 6.72 4.67 -0.72
H 7.52 3.93 -2.07
H -5.43 -0.20 3.18
H 0.35 0.89 -0.43
H -1.71 1.85 1.80
H 5.52 -0.78 -2.57
H -2.97 6.05 3.50
H 5.30 -0.27 -4.29
H -0.27 4.55 -0.15
H 2.59 -8.10 0.32
H -2.81 -0.38 5.00
H -4.41 -3.60 -2.00
H 0.94 -1.58 -7.38
H -5.45 2.23 -4.46
H -1.23 6.10 -0.03
H 0.42 5.98 -0.89
H -2.37 -2.16 3.63

Output
structure (SMILES): CCOS(C)(=O)=O.CCOS(C)(=O)=O.CCOS(C)(=O)=O.CCOS(C)(=O)=O.CCOS(C)(=O)=O.CCOS(C)(=O)=O.CCOS(C)(=O)=O.CCOS(C)(=O)=O.COC(=O)OC.COC(=O)OC.CNC(C)=O
net charge: 0
E: -6879.7230 Ha
gap between HOMO and LUMO: 9.68 eV



2.
DFT (ωB97M-V with the def2-TZVPD basis set) results for a 2-piece molecular cluster, CHBrF2O overall.

CARTESIAN COORDINATES (ANGSTROEM)
Br 0.41 1.24 -1.90
F 0.31 -1.14 -0.52
F 0.54 -0.81 1.67
O -0.08 1.58 -0.35
C -0.31 -0.90 0.62
H -0.87 0.04 0.48

Output
net charge: 0
E: -2887.4921 Ha
gap between HOMO and LUMO (alpha / beta): 9.90 / 7.15 eV



3.
DFT (ωB97M-V with the def2-TZVPD basis set) results for C19H23N7O3S3 as an isolated structure.

CARTESIAN COORDINATES (ANGSTROEM)
S 3.76 4.53 -2.66
S 3.52 -0.19 0.93
S -1.96 -2.88 0.09
O -1.20 -3.36 1.01
O -2.32 -3.75 -1.06
O 3.36 4.43 0.79
N 2.85 0.97 -2.65
N 1.94 2.17 1.02
N 1.30 1.09 1.59
N 4.18 2.35 -0.03
N 3.56 1.96 -3.02
N -3.22 -2.06 0.87
N 1.75 2.79 -2.03
C 2.98 3.14 -2.58
C -4.21 -1.91 -0.28
C -5.11 -3.23 1.58
C 1.27 -1.44 2.20
C 5.00 4.34 -1.15
C 0.93 0.20 -1.63
C -0.02 -1.76 -1.62
C -1.21 -0.21 -0.46
C -5.23 -2.88 0.15
C 0.88 3.61 -1.69
C -3.73 -2.69 1.84
C -0.33 0.68 -0.76
C 3.26 1.51 0.61
C -0.92 -1.62 -0.57
C 0.77 -0.89 -2.10
C 1.89 -0.25 1.45
C 1.75 1.19 -2.06
C 0.06 -1.07 3.21
C 3.94 3.74 -0.11
H 0.43 -0.73 4.16
H 1.10 4.65 -1.88
H -5.02 -1.08 -0.13
H 5.62 3.66 -1.71
H -4.08 -1.92 -1.36
H 0.90 -2.23 1.46
H -6.21 -2.92 -0.39
H -5.06 -4.16 1.99
H -6.15 -2.65 2.02
H -3.25 -3.26 2.25
H 1.71 -1.24 -2.71
H 5.18 5.35 -0.80
H -4.81 -3.93 -0.59
H -4.11 -1.53 2.71
H -0.70 -0.58 2.68
H -0.22 3.54 -1.91
H -1.82 -0.10 0.46
H -0.51 -2.02 3.45
H 0.84 3.83 -0.42
H -0.30 1.86 -0.37
H 1.95 -1.91 2.72
H 0.17 -3.00 -2.00
H 4.81 1.84 -0.52

Output
net charge: 0
E: -2540.6134 Ha
gap between HOMO and LUMO: 7.15 eV



4.
DFT (ωB97M-V with the def2-TZVPD basis set) results for an isolated molecule of C4H6N2O.

CARTESIAN COORDINATES (ANGSTROEM)
O -0.07 1.45 -1.53
N -2.28 0.76 -1.03
N 1.56 0.82 -0.66
C 1.02 -0.07 0.11
C -0.90 0.67 -0.94
C -0.35 -0.29 -0.10
C 1.74 -0.85 1.22
H 2.83 -0.77 1.22
H -2.77 0.45 -0.20
H 1.37 -0.50 2.20
H -2.70 1.56 -1.48
H -0.83 -1.21 0.15
H 1.47 -1.91 1.15

Output
net charge: 0
E: -340.6722 Ha
gap between HOMO and LUMO: 7.77 eV